No. 1
The following is a quantum chemistry calculation of the molecule C10H17P at a distorted geometry, from OMol25.

```
28
Properties=species:S:1:pos:R:3
P -0.0454 -3.6018 -2.4408
C -0.3785 -4.5623 -0.8819
C -1.8888 0.9951 -0.6541
C 0.4877 1.1502 -0.1405
C -0.4425 0.7271 -1.0373
C -0.1404 -1.9219 -1.9895
C -0.0626 0.4429 -2.5003
C -0.0778 -0.8214 -2.8483
C 0.1018 1.7205 1.2157
C 1.2901 1.3887 2.1534
C 1.3383 2.2579 3.4394
H 2.3448 1.5717 1.5696
H 0.3267 2.1733 3.8779
H -0.9041 1.4333 1.6955
H -0.4261 -1.5685 -1.0680
H 1.5347 3.3072 3.1923
H 0.1365 1.3016 -3.1077
H -2.3122 1.7793 -1.3072
H -2.5049 0.1820 -0.7596
H -1.4680 -4.5212 -0.7140
H 0.0527 -5.6423 -0.9065
H 0.1323 -1.0307 -4.0095
H 1.5684 1.2500 -0.3710
H 1.3765 0.2774 2.1541
H -0.1360 2.7151 1.0416
H -2.0468 1.4229 0.3667
H 0.0424 -4.2670 0.0597
H 2.1011 1.8412 3.9699
```

Orbital gap in eV: 8.0
Energy relative to the best compared isomer or geometry (same formula, charge and spin) in eV: 2.461
Molar mass in g mol⁻¹: 168.2
Multiplicity: 1
SMILES string: CCC/C=C(C)/C=C\C=P\C
HOMO energy in eV: -8.13

---

No. 2
The following is a quantum chemistry calculation of a cluster of 2 separate species, C20H26F7O5 in total at a distorted geometry, from OMol25.

```
58
Properties=species:S:1:pos:R:3
F 4.6839 4.9793 -0.5277
F 1.4923 -3.8777 -6.1744
F 1.5598 -4.5213 -4.0939
F 2.7910 4.9626 1.1734
F 4.1965 3.5788 2.5153
F -0.1850 -4.9622 -5.3269
F 3.9282 2.8343 -1.2491
O 0.0501 3.7935 0.9260
O -0.4458 -2.6046 -3.4358
O 0.9127 -1.4717 -4.8912
O -1.4198 2.3530 3.9257
O 1.8226 -1.3687 0.1228
C 4.4835 3.5587 -0.0537
C -0.9819 -1.1589 2.0529
C 0.0766 0.0359 1.5543
C 0.6510 2.6462 1.2750
C -4.0679 -0.6625 -0.5703
C -0.0848 0.4441 5.1393
C -4.9353 0.7327 -0.4164
C 2.2934 2.3755 1.1550
C 3.4250 3.5927 1.2244
C -1.7362 1.9155 2.5567
C -1.5112 1.2450 4.8981
C 0.7414 -4.0030 -5.0416
C 0.0603 -2.6300 -4.6648
C -0.3594 1.4361 1.8067
C 2.6691 0.9202 0.9417
C 1.5171 -0.2616 0.8283
C 3.2202 -1.9962 -4.2344
C -3.4708 -1.2454 0.8463
C -1.8628 -1.5444 0.7065
C 1.9608 -1.1944 -3.9687
H -3.9883 -2.2786 1.0832
H -3.7654 -0.5059 1.7042
H 4.0830 -1.5164 -3.7614
H 2.2088 -0.1379 -4.1244
H -4.3161 1.7054 -0.7190
H 0.7967 0.9409 4.5165
H 3.4117 -2.0948 -5.3072
H -1.6910 -2.6582 0.3598
H 3.1466 -2.9998 -3.8130
H -0.3718 -2.1405 2.3511
H -0.1823 -0.6909 4.8175
H 5.5465 3.1300 0.2723
H 0.1200 0.4685 6.2989
H -4.7919 -1.4981 -1.0102
H -5.3964 0.9032 0.6462
H -3.2581 -0.4631 -1.3931
H -2.3461 0.4527 4.6544
H -0.6552 -2.5133 -5.4918
H -1.8139 1.7448 5.9345
H -5.8336 0.6807 -1.1936
H -1.6292 -0.8408 2.9749
H 3.8220 0.6482 0.8106
H -2.1673 2.8192 1.9341
H -1.4785 -0.8716 -0.2015
H 1.6439 -1.2767 -2.9243
H -2.5684 1.0915 2.5818
```

Orbital gap in eV: 3.4
Molar mass in g mol⁻¹: 479.4
Multiplicity: 1
Net charge: -1
HOMO energy in eV: -3.55

---

No. 3
The following is a quantum chemistry calculation of a structure of composition C24H42NOP3Ti at a distorted geometry, from OMol25.

```
72
Properties=species:S:1:pos:R:3
Ti 0.0412 0.2258 -0.3859
P -2.5106 0.2182 -0.1433
P 2.4048 -0.0321 0.7166
P 0.4841 -2.0214 -1.2345
O -0.3126 0.6757 -2.3506
N -0.2954 0.2337 1.7054
C 3.8389 -0.3262 -0.3632
C -0.7240 1.6563 -6.3876
C -0.3536 0.1913 2.8768
C -0.3983 -0.0244 7.1072
C 0.8196 -0.0117 6.4009
C -1.5930 0.1029 4.9768
C 1.3307 2.6730 -0.8104
C -0.3639 1.0632 -3.6982
C -3.5428 0.1490 -1.6277
C 0.8394 0.0751 5.0003
C 1.5766 -2.1993 -2.7103
C -1.1220 -2.6947 -1.8118
C -3.0433 1.7354 0.6953
C 0.4649 2.8787 0.2161
C 1.1428 -3.3343 -0.1594
C -1.6007 0.0351 6.3794
C -1.4159 2.3775 -5.4137
C 0.1408 0.6490 -6.0051
C 2.6510 -1.3067 2.0011
C -0.3692 0.1323 4.2657
C 2.9597 1.4028 1.7352
C -1.2522 2.0617 -4.0509
C -3.1113 -1.0909 0.9699
C 0.3906 0.3718 -4.6517
H -0.5701 3.2036 0.0013
H 0.7893 -4.3006 -0.5251
H 0.7115 2.7820 1.2791
H -2.8127 -0.9507 2.0149
H 3.5583 -1.0777 2.5702
H 1.7995 -1.2977 2.6867
H -4.2020 -1.0847 0.9326
H 3.0001 2.3194 1.1425
H 0.6635 0.0614 -6.7651
H 2.1372 -3.1539 -2.6465
H -4.1231 1.8335 0.5832
H 1.0196 2.9339 -1.8283
H 3.9610 1.1773 2.1332
H 2.7500 -2.3051 1.5776
H 2.3789 2.3583 -0.6912
H -3.3594 -0.7798 -2.1600
H -0.3998 -0.0852 8.2090
H 0.8103 -3.1974 0.8873
H -1.8160 -2.8557 -0.9719
H 4.7540 -0.0745 0.1890
H 0.3445 -0.1403 -2.2310
H -0.8655 1.9119 -7.4587
H -1.8176 2.5865 -3.2709
H -0.8936 -3.6558 -2.2894
H -2.8051 1.7203 1.7646
H 0.9185 -2.2336 -3.5792
H -2.5266 0.1298 4.4366
H -2.7630 -2.0838 0.6732
H 1.8024 0.0845 4.4839
H -3.4016 0.9806 -2.3334
H -2.1226 3.1712 -5.7030
H 3.7653 0.2980 -1.2596
H 2.2320 -3.2862 -0.2083
H -4.5810 0.1751 -1.2853
H -2.5323 0.0153 6.9416
H 1.7510 -0.0717 6.9775
H -2.5687 2.6245 0.2639
H 2.3165 -1.3910 -2.8264
H 3.8598 -1.3790 -0.6585
H 1.1017 -0.3682 -4.3355
H 2.2741 1.5703 2.5801
H -1.6147 -2.0311 -2.5428
```

Orbital gap (alpha / beta) in eV: 6.8 / 7.1
Energy relative to the best compared isomer or geometry (same formula, charge and spin) in eV: 0.000
Molar mass in g mol⁻¹: 501.4
Multiplicity: 2
Net charge: +3
HOMO energy (alpha / beta) in eV: -17.02 / -17.03

---

No. 4
The following is a quantum chemistry calculation of the ion C4H7N2 with charge +1 at a distorted geometry, from OMol25.

```
13
Properties=species:S:1:pos:R:3
N 1.1716 -1.0842 0.9319
N -2.7549 -0.0630 -0.9257
C 1.2134 0.2420 0.1634
C -0.7538 1.5280 -0.8734
C -0.1391 0.5436 -0.1993
C -1.6962 0.5120 -0.8464
H 1.8349 0.0013 -0.6398
H 0.2304 -1.4631 0.7521
H -0.7368 2.5074 -1.2321
H 1.3078 -0.9532 1.9292
H 1.7156 0.9090 0.7261
H 1.7460 -1.8220 0.6111
H -3.1389 -0.8578 -0.3969
```

Orbital gap in eV: 8.8
Energy relative to the best compared isomer or geometry (same formula, charge and spin) in eV: 5.051
Molar mass in g mol⁻¹: 83.1
Multiplicity: 1
SMILES string: [H]/N=c1/cc1C[NH3+]
Net charge: +1
HOMO energy in eV: -12.73

---

No. 5
The following is a quantum chemistry calculation of a cluster of 2 separate species, C4H14N2O in total at a distorted geometry, from OMol25.

```
21
Properties=species:S:1:pos:R:3
O 3.3032 2.1370 1.0632
N 2.2679 -0.4995 -0.2423
N -1.9046 0.2376 0.1714
C 1.1732 -0.5265 0.6941
C -3.0213 0.7534 -0.6059
C -0.0337 -1.3801 0.2578
C -1.0106 -0.5838 -0.6160
H -1.6274 -1.3128 -1.1372
H 2.3411 2.1095 1.1335
H 2.1464 -0.1807 -1.1990
H -1.4570 0.9889 0.6772
H 0.7813 0.4546 0.9631
H 1.5241 -0.9976 1.5838
H -3.7305 -0.0472 -0.8229
H -2.7348 1.2763 -1.5232
H -0.4234 -0.0328 -1.3665
H -0.5611 -1.7063 1.1536
H 3.4612 1.4554 0.3944
H 0.3309 -2.2360 -0.3007
H 2.7604 -1.3838 -0.2638
H -3.5853 1.4744 -0.0146
```

Orbital gap in eV: 9.8
Energy relative to the best compared isomer or geometry (same formula, charge and spin) in eV: 1.340
Molar mass in g mol⁻¹: 106.2
Multiplicity: 1
SMILES string: CNCCCN.O
HOMO energy in eV: -8.94

---

No. 6
The following is a quantum chemistry calculation of a cluster of 3 separate species, C4H10 in total at a distorted geometry, from OMol25.

```
14
Properties=species:S:1:pos:R:3
C 0.8181 -0.3046 -0.5173
C 1.2977 0.9554 -0.7681
C -2.1002 0.2058 0.2210
C 0.8974 -0.9970 0.7396
H 1.0535 -0.4074 1.6719
H -1.8443 1.2239 -0.1702
H 1.1333 1.3390 -1.7672
H 1.3492 1.6983 0.0840
H 0.3089 -0.7225 -1.3523
H 0.8499 -2.0849 0.7958
H -1.2842 -0.2495 -0.3064
H 2.5656 -1.0469 0.1530
H -1.9309 0.3414 1.2779
H -3.1142 0.0490 -0.0618
```

Orbital gap in eV: 8.2
Energy relative to the best compared isomer or geometry (same formula, charge and spin) in eV: 5.277
Molar mass in g mol⁻¹: 58.1
Multiplicity: 1
HOMO energy in eV: -8.10